A cluster of 6 separate species, C13H40N2O7 in total at a distorted geometry. Source: OMol25; level of theory: ωB97M-V with the def2-TZVPD basis set.

Cartesian coordinates (Å):
1 C -1.8809 1.2311 -0.0021
2 O -0.5736 1.1832 0.5826
3 C -0.3808 0.4753 1.8864
4 C 0.5048 1.2821 2.8595
5 C 1.1870 0.3565 3.9408
6 N -0.3133 2.1947 3.5996
7 H -2.1260 0.3501 -0.5954
8 H -2.0158 2.0747 -0.6791
9 H -2.6376 1.3666 0.7706
10 H -1.2067 0.2670 2.5667
11 H 0.2509 -0.3166 1.4841
12 H 1.1803 1.8632 2.2316
13 H 1.8623 0.9869 4.5194
14 H 1.8639 -0.2908 3.3833
15 H 0.5113 -0.2856 4.5057
16 H -0.7653 2.7453 2.8836
17 H 0.2558 2.9324 3.9896
18 C -0.4754 -2.2335 -1.4837
19 O -0.1498 -1.8765 -2.8624
20 C 1.1896 -2.2589 -3.2460
21 C 1.5174 -1.6924 -4.6664
22 C 0.3628 -1.8093 -5.6345
23 N 2.6898 -2.3442 -5.2744
24 H -1.5612 -2.1375 -1.4763
25 H -0.0299 -1.5275 -0.7829
26 H -0.1264 -3.2086 -1.1440
27 H 2.0254 -1.8533 -2.6760
28 H 1.1127 -3.3420 -3.3413
29 H 1.6876 -0.6246 -4.5284
30 H -0.5716 -1.3303 -5.3421
31 H 0.0106 -2.8035 -5.9096
32 H 0.5565 -1.3471 -6.6024
33 H 3.1032 -1.8227 -6.0341
34 H 2.5242 -3.2987 -5.5602
35 O 5.3673 -0.6184 3.0948
36 C 4.7670 0.3006 2.1355
37 C 4.1751 -0.3052 0.8355
38 O 2.9598 -1.0808 1.1139
39 H 4.6186 -0.9791 3.5753
40 H 4.0720 0.9260 2.6958
41 H 5.6315 0.9444 1.9741
42 H 4.8229 -1.0158 0.3221
43 H 3.9225 0.4529 0.0941
44 H 3.2320 -1.8161 1.6678
45 C -0.3361 2.2211 -3.2236
46 O -1.0440 0.9741 -3.0026
47 H 0.4886 1.9994 -3.9009
48 H -1.1716 2.7980 -3.6200
49 H 0.1553 2.7276 -2.3928
50 H -0.4726 0.2027 -2.9980
51 C -2.6471 -0.3652 5.0056
52 O -2.5308 1.0352 5.0336
53 H -2.5354 -0.8300 5.9852
54 H -3.5877 -0.7195 4.5840
55 H -1.9160 -0.7817 4.3127
56 H -1.7257 1.3383 4.6075
57 C -5.8848 1.3278 0.0106
58 O -6.1525 2.6374 -0.0036
59 H -5.8481 0.9691 -1.0181
60 H -4.8903 1.0427 0.3538
61 H -6.6653 0.7630 0.5204
62 H -6.3864 2.9459 0.8749

Output
Energy relative to the best compared isomer or geometry (same formula, charge and spin): 545.8 kJ/mol
Charge: 0
Spin multiplicity: 1
Kohn-Sham gap: 9.7 eV
SMILES string: COC[C@H](C)N.COC[C@H](C)N.OCCO.CO.CO.CO
HOMO: -9.241 eV

---

The ion C10H15N2O2 with charge +1 at a distorted geometry. Source: OMol25; level of theory: ωB97M-V with the def2-TZVPD basis set.

Cartesian coordinates (Å):
1 C -1.1780 1.9537 -0.9907
2 N -0.5454 1.2086 0.2076
3 C -1.0304 1.8038 1.4749
4 C 0.8956 1.5908 0.0021
5 C -0.8759 -0.2787 0.0979
6 C 0.1560 -1.2828 0.1000
7 C 0.1642 -2.1702 -1.0002
8 C 1.0489 -3.2556 -1.0054
9 C 1.9483 -3.3479 0.0053
10 C 1.9009 -2.5186 1.1025
11 C 1.0775 -1.4751 1.0969
12 N -2.1587 -0.5302 0.1125
13 O -3.1467 0.2617 0.2595
14 O -2.4053 -1.8813 0.1709
15 H -0.5340 2.8406 -1.2037
16 H -1.1058 1.2358 -1.7892
17 H -2.2254 2.3014 -0.6232
18 H -0.7183 2.8563 1.6952
19 H -2.1413 1.7328 1.4020
20 H -0.6953 1.1983 2.2682
21 H 1.1215 1.5153 -1.0374
22 H 1.1475 2.4750 0.5412
23 H 1.5618 0.7557 0.5226
24 H -0.2921 -1.8952 -1.9510
25 H 1.0904 -3.9580 -1.8664
26 H 2.7465 -4.1163 -0.1852
27 H 2.4840 -2.7319 1.9361
28 H 0.9783 -0.8961 1.9519
29 H -3.2938 -1.6930 0.4885

Output
Energy relative to the best compared isomer or geometry (same formula, charge and spin): 439.6 kJ/mol
Charge: +1
Spin multiplicity: 1
Kohn-Sham gap: 9.1 eV
SMILES string: C[N+](C)(C)/C(c1ccccc1)=[N+](\[O-])O
HOMO: -12.692 eV

---

A cluster of 2 separate species, H3N2P in total at a distorted geometry. Source: OMol25; level of theory: ωB97M-V with the def2-TZVPD basis set.

Cartesian coordinates (Å):
1 N -1.5352 -0.7773 0.4237
2 P -2.5437 -1.6113 1.0732
3 N 1.0591 0.3360 -0.2332
4 H 0.0609 0.5712 -0.2083
5 H 1.2813 0.3914 -1.1773
6 H 1.6775 1.0900 0.1219

Output
Energy relative to the best compared isomer or geometry (same formula, charge and spin): 116.2 kJ/mol
Charge: 0
Spin multiplicity: 1
Kohn-Sham gap: 9.4 eV
SMILES string: N#P.N
HOMO: -9.538 eV

---

| no. | LUMO level (eV) |
| --- | --- |
| 1 | 0.5 |
| 2 | -3.5 |
| 3 | -0.2 |